# 1
{
  "formula": "C4H8N2O",
  "method": "ωB97M-V with the def2-TZVPD basis set",
  "symbols": ["C", "N", "C", "O", "N", "C", "C", "H", "H", "H", "H", "H", "H", "H", "H"],
  "xyz": [[-0.16435, 2.37874, 0.17417], [-0.60330, 1.19994, 0.24614], [-1.14415, 0.47388, -0.84742], [-2.12988, 0.81851, -1.47110], [-0.49643, -0.71377, -1.02171], [0.72055, -1.11790, -0.32325], [0.55242, -1.24621, 1.19241], [-0.15063, 2.99316, -0.73047], [0.23304, 2.81632, 1.09373], [-0.90535, -1.32238, -1.71470], [1.02805, -2.07703, -0.75160], [1.52272, -0.40642, -0.55890], [-0.00485, -0.38995, 1.57066], [0.01026, -2.15604, 1.46166], [1.53191, -1.25084, 1.68039]],
  "forces_ev_per_a": [[-0.1, -0.2, 0.0], [0.0, 0.4, 0.0], [-0.1, 0.0, -0.1], [0.3, 0.0, 0.2], [-0.2, 0.1, 0.0], [0.1, 0.0, 0.0], [0.0, -0.1, 0.1], [0.0, -0.2, -0.1], [-0.2, 0.1, -0.2], [0.1, 0.1, 0.1], [-0.1, 0.2, 0.0], [-0.1, -0.1, 0.1], [0.2, -0.2, 0.0], [0.1, 0.0, -0.1], [-0.1, -0.1, -0.1]],
  "smiles": "C=NC(=O)NCC",
  "fmax_ev_per_a": 0.40,
  "gap_ev": 10.4,
  "e_homo_ev": -9.574
}

***

# 2
{
  "formula": "C23H19BrF16O5",
  "method": "ωB97M-V with the def2-TZVPD basis set",
  "symbols": ["C", "C", "C", "O", "C", "C", "Br", "C", "O", "C", "C", "C", "C", "C", "C", "C", "O", "H", "H", "H", "H", "H", "H", "H", "H", "H", "H", "H", "F", "C", "F", "C", "F", "F", "C", "O", "C", "F", "F", "C", "F", "F", "H", "H", "H", "H", "F", "C", "F", "C", "F", "F", "C", "O", "C", "F", "F", "C", "F", "F", "H", "H", "H", "H"],
  "xyz": [[1.00911, -1.08282, -0.02351], [2.48141, -1.69548, -0.03093], [3.00088, -1.69466, 1.46299], [3.16434, -3.06517, 1.99278], [4.42862, -3.07406, 2.58715], [4.67741, -2.58514, 3.83454], [3.22530, -1.82787, 4.89656], [6.15997, -2.62671, 4.34841], [6.46778, -2.87338, 5.48056], [7.22849, -2.36237, 3.22845], [8.45411, -1.59827, 3.48083], [9.35206, -1.40692, 2.34014], [9.09654, -1.96433, 1.00448], [7.86319, -2.73631, 0.74779], [6.95907, -2.89078, 1.87192], [5.59888, -3.65194, 1.70222], [5.46204, -4.58789, 0.96399], [0.34542, -1.47597, -0.82596], [1.12602, 0.02916, -0.02750], [0.55061, -1.35484, 0.96902], [3.09715, -0.99164, -0.66286], [2.54007, -2.71169, -0.49884], [2.31778, -1.16491, 2.17463], [4.02737, -1.22544, 1.43647], [8.67448, -1.17737, 4.49046], [10.29826, -0.83860, 2.50284], [9.82133, -1.80864, 0.17534], [7.64272, -3.17411, -0.25482], [-2.43645, 2.87594, -1.09816], [-2.11695, 1.58517, -1.31444], [-1.99359, 1.01004, -0.09087], [-0.81959, 1.42122, -2.10712], [0.24504, 1.87171, -1.40307], [-0.61864, 0.08067, -2.27694], [-0.79232, 2.05525, -3.51131], [-0.19933, 3.34920, -3.64284], [-0.98482, 4.46565, -3.33935], [-2.27749, 4.10064, -3.25111], [-0.90077, 5.28664, -4.40931], [-0.49082, 5.21779, -2.09899], [-0.41785, 4.41455, -1.01914], [-1.34146, 6.22483, -1.78820], [-2.95261, 1.10228, -1.82748], [-0.14705, 1.41284, -4.11342], [-1.76652, 2.00861, -4.00237], [0.50151, 5.63956, -2.27464], [-6.12560, -1.50224, -0.39713], [-7.07876, -1.69450, 0.53616], [-7.67588, -2.87517, 0.23996], [-8.11992, -0.57335, 0.55972], [-8.83551, -0.54953, -0.58776], [-9.00952, -0.87240, 1.55035], [-7.59454, 0.84584, 0.85005], [-7.33825, 1.69851, -0.26853], [-6.11514, 1.56230, -0.92929], [-5.27482, 0.82227, -0.17926], [-5.57787, 2.79996, -0.97994], [-6.26979, 1.02828, -2.35711], [-6.92635, -0.14603, -2.38724], [-5.04984, 0.81632, -2.91753], [-6.59439, -1.79893, 1.51126], [-8.39803, 1.35541, 1.38484], [-6.75627, 0.83914, 1.54973], [-6.82020, 1.73965, -2.97666]],
  "forces_ev_per_a": [[0.6, -0.6, 0.8], [-0.9, 0.7, 0.3], [0.6, 0.1, -1.2], [1.8, 0.8, 0.3], [-0.3, -0.2, 0.4], [0.5, -0.3, -0.8], [1.3, -0.7, -0.6], [-0.2, 0.2, -1.2], [-0.2, 0.4, -0.2], [0.9, 0.4, -1.5], [-0.9, -1.2, -2.3], [-1.0, -0.9, -0.4], [-1.8, -0.5, 1.6], [1.0, 1.2, 2.4], [0.3, 0.4, 0.7], [0.8, 1.0, 0.8], [-0.2, 0.5, 0.1], [0.7, 0.6, 0.5], [-0.5, -1.0, -0.2], [0.2, 0.2, -1.0], [-0.3, -0.9, 0.7], [-0.1, 0.8, 0.7], [0.7, -0.3, -0.8], [-1.2, -0.2, 0.4], [-0.2, -0.5, -1.1], [-1.0, -0.5, -0.2], [-0.6, -0.1, 0.9], [0.1, 0.4, 1.1], [0.1, -0.1, -0.1], [-0.6, -0.3, 0.5], [0.3, -0.1, -0.1], [0.7, 0.4, -0.2], [-0.2, 0.1, 0.1], [-0.5, 0.2, -0.2], [0.2, -0.2, -0.8], [-0.6, 0.3, 1.0], [-0.1, -1.2, -1.1], [0.0, 0.5, 0.2], [0.2, 0.2, 0.3], [0.3, 0.4, 0.5], [0.0, 0.0, -0.2], [-0.1, -0.1, -0.3], [0.1, 0.0, -0.1], [0.1, 0.0, 0.2], [-0.1, 0.1, 0.3], [0.0, -0.1, -0.2], [-0.1, 0.0, 0.1], [0.1, -0.8, 0.2], [-0.2, 0.2, 0.1], [-0.4, 0.6, -0.6], [0.2, -0.2, 0.0], [0.4, -0.1, 0.2], [-0.2, 0.6, 0.5], [0.5, -0.9, -0.6], [-0.5, 0.5, 1.6], [0.3, 0.0, -0.5], [0.0, -0.1, -0.5], [-0.3, -0.1, -0.6], [0.0, 0.2, 0.1], [0.1, 0.2, 0.2], [-0.1, 0.1, 0.0], [-0.1, -0.1, -0.2], [0.1, -0.2, -0.2], [0.1, 0.1, 0.1]],
  "smiles": "CCCOC1=C(Br)C(=O)c2ccccc2C1=O.FC(F)C(F)(F)COC(F)(F)C(F)F.FC(F)C(F)(F)COC(F)(F)C(F)F",
  "fmax_ev_per_a": 2.85,
  "gap_ev": 8.6,
  "e_homo_ev": -9.461
}

***

# 3
{
  "formula": "C17H20N4O5",
  "method": "ωB97M-V with the def2-TZVPD basis set",
  "symbols": ["C", "O", "C", "C", "C", "C", "C", "O", "N", "C", "C", "O", "N", "C", "C", "C", "C", "O", "N", "C", "C", "O", "N", "C", "C", "C", "H", "H", "H", "H", "H", "H", "H", "H", "H", "H", "H", "H", "H", "H", "H", "H", "H", "H", "H", "H"],
  "xyz": [[-6.01785, -2.02152, 0.88940], [-4.90811, -1.91756, -0.21179], [-4.14289, -1.00339, -0.25070], [-4.21640, -0.03911, 0.46532], [-3.35330, 1.05327, 0.54673], [-2.39012, 0.93724, -0.30346], [-1.34749, 2.17947, -0.73848], [-0.62058, 2.06470, -1.80682], [-0.91764, 2.90366, 0.50195], [0.06234, 3.75924, 0.58986], [1.59824, 3.20502, 0.56183], [2.13917, 3.22439, 1.74656], [1.79456, 2.38550, -0.55998], [2.95191, 1.59908, -0.39846], [2.49200, 0.10292, -0.01583], [1.28318, -0.12242, -0.13213], [0.98508, -1.63382, 0.35470], [-0.20951, -2.21117, 0.64519], [1.99463, -2.40406, 0.22573], [1.72691, -3.77114, 0.52265], [3.17780, -2.28311, 0.07558], [4.16016, -3.12782, -0.03148], [3.54432, -0.78856, -0.30692], [4.87899, -0.58292, -0.66942], [-2.29892, -0.01720, -1.44983], [-3.25852, -1.01736, -1.30062], [-6.46203, -2.96094, 0.65354], [-5.74324, -1.95005, 1.73867], [-6.60043, -1.24170, 0.68001], [-5.05534, 0.09023, 1.40008], [-3.46974, 1.95794, 1.17598], [-1.32086, 2.52223, 1.23034], [0.14434, 4.16183, -0.43799], [-0.05334, 4.43609, 1.36868], [1.04046, 2.41132, -1.06805], [3.70856, 1.74682, 0.50481], [3.34630, 1.62409, -1.17229], [0.38580, 0.56684, 0.26991], [2.31316, -4.33066, 1.14640], [1.93823, -4.52803, -0.13877], [0.60719, -4.02225, 0.72630], [5.31884, 0.20328, 0.20203], [5.46666, -1.60597, -0.49573], [4.97730, -0.21700, -1.54607], [-1.56694, 0.11084, -2.06350], [-3.14673, -1.95085, -1.86086]],
  "forces_ev_per_a": [[0.2, -2.6, -12.1], [-8.5, -10.0, 2.3], [4.4, -1.9, -6.4], [-3.9, 12.0, 13.0], [-1.8, 0.4, 1.6], [5.9, 3.3, -7.8], [3.1, -2.7, 1.5], [-3.3, 1.8, 4.2], [-3.1, -3.8, -7.8], [6.3, 2.8, -3.7], [-2.5, -1.6, 5.4], [-0.4, -0.2, -5.4], [6.1, 4.4, 8.7], [-5.3, -3.5, 13.6], [10.5, 4.2, -4.5], [-11.4, -4.8, 4.9], [-10.1, 3.6, -0.8], [5.6, 4.3, -1.3], [-5.4, -7.5, 2.3], [-5.3, -3.0, 0.8], [16.3, 4.1, -4.8], [-4.7, 2.8, 1.0], [-4.1, -4.6, 2.7], [2.6, -1.4, 9.4], [-6.6, -0.9, 7.7], [4.5, 0.0, -2.9], [-0.3, -0.5, -0.1], [4.4, 0.6, 10.8], [-2.8, 2.9, -0.9], [2.1, -0.9, -2.9], [-0.2, -1.0, -0.3], [-2.4, -2.2, 4.6], [-0.6, 1.4, 0.5], [0.1, 1.5, 1.2], [-4.6, -1.0, -4.7], [-2.0, 1.2, -1.9], [7.4, -0.5, -12.6], [2.4, -1.4, -1.6], [1.8, 0.3, 3.4], [0.5, -0.5, -3.8], [2.4, 1.2, 0.0], [-0.5, -1.9, -2.6], [-1.4, 2.3, -0.6], [0.9, 2.5, -6.1], [4.1, 0.3, -4.0], [-0.5, 0.4, -0.2]],
  "smiles": "COc1ccc(C(=O)NCC(=O)NCc2cc(=O)n(C)c(=O)n2C)cc1",
  "fmax_ev_per_a": 18.11,
  "gap_ev": 8.9,
  "e_homo_ev": -8.616
}

***

# 4
{
  "formula": "C24H26N2O4SW",
  "method": "ωB97M-V with the def2-TZVPD basis set",
  "symbols": ["W", "C", "C", "C", "C", "C", "C", "C", "C", "C", "C", "C", "C", "H", "H", "H", "H", "H", "H", "H", "H", "H", "H", "H", "H", "H", "H", "H", "H", "H", "H", "O", "C", "O", "C", "C", "C", "C", "C", "N", "C", "O", "O", "H", "H", "H", "H", "S", "C", "C", "C", "C", "C", "N", "H", "H", "H", "H"],
  "xyz": [[0.41220, -0.06696, -0.16006], [-1.35065, 3.18979, -0.25049], [-0.51384, 2.24486, 0.56592], [-1.14077, 1.28288, 1.42808], [-2.63967, 1.32218, 1.54496], [-0.36230, 0.38645, 2.20169], [-0.97358, -0.62818, 3.12668], [1.05411, 0.50536, 2.17546], [1.90750, -0.36306, 3.06098], [1.65701, 1.53432, 1.41918], [3.12597, 1.79087, 1.54677], [0.87986, 2.36018, 0.54776], [1.57871, 3.37908, -0.30161], [-1.30209, 4.19104, 0.18472], [-2.39373, 2.89977, -0.29194], [-0.98165, 3.26582, -1.27104], [-3.12754, 1.08936, 0.59976], [-2.94363, 2.33327, 1.82035], [-3.02515, 0.65827, 2.30883], [-0.79223, -0.32873, 4.16128], [-0.51488, -1.60609, 2.99064], [-2.04213, -0.74401, 2.99506], [2.05593, 0.13407, 4.02341], [2.88203, -0.54556, 2.61748], [1.45157, -1.32829, 3.25214], [3.68437, 1.22374, 0.79802], [3.48967, 1.51149, 2.53100], [3.34496, 2.84405, 1.39307], [2.51527, 2.98486, -0.68969], [1.81132, 4.26166, 0.30054], [0.97205, 3.70786, -1.13861], [-2.93172, -0.13386, -2.81598], [-1.76250, -0.13291, -2.24607], [-1.55830, 0.28434, -1.08865], [-0.61484, -0.57610, -3.01020], [-0.56602, -0.93624, -4.34707], [0.67823, -1.14231, -4.92449], [1.82123, -0.92185, -4.16506], [1.68247, -0.56545, -2.83590], [0.48896, -0.43390, -2.25657], [2.78241, -0.15360, -1.91881], [3.94426, -0.18029, -2.17431], [2.25581, 0.33767, -0.77775], [-3.62438, 0.23728, -2.24511], [-1.48340, -1.03043, -4.91172], [0.75600, -1.43166, -5.96319], [2.81823, -1.00453, -4.57744], [1.67111, -2.16230, 0.09211], [0.10176, -2.81375, 0.38323], [-0.27111, -4.10981, 0.72474], [-1.61095, -4.36858, 0.91428], [-2.54529, -3.33773, 0.76544], [-2.10896, -2.08354, 0.42521], [-0.79635, -1.82499, 0.23060], [0.48653, -4.87325, 0.83248], [-1.94105, -5.36429, 1.17886], [-3.60086, -3.51524, 0.91170], [-2.78992, -1.25302, 0.30935]],
  "forces_ev_per_a": [[-0.5, 0.4, 0.1], [0.0, 0.0, 0.0], [0.0, 0.0, 0.0], [0.2, -0.2, -0.1], [0.0, 0.0, 0.0], [0.0, 0.1, -0.1], [0.0, 0.0, 0.0], [0.1, -0.1, 0.1], [0.0, 0.0, 0.0], [0.0, 0.0, 0.1], [0.0, 0.0, 0.0], [-0.1, 0.0, 0.0], [0.0, 0.0, 0.0], [0.0, 0.0, 0.0], [0.0, 0.0, 0.0], [0.0, 0.0, 0.0], [0.0, 0.0, 0.0], [0.0, 0.0, 0.0], [0.0, 0.0, 0.0], [0.0, 0.0, 0.0], [0.0, 0.0, 0.0], [0.0, 0.0, 0.0], [0.0, 0.0, 0.0], [0.0, 0.0, 0.0], [0.0, 0.0, 0.0], [0.0, 0.0, 0.0], [0.0, 0.0, 0.0], [0.0, 0.0, 0.0], [0.0, 0.0, 0.0], [0.0, 0.0, 0.0], [0.0, 0.0, 0.0], [0.0, 0.0, 0.0], [0.0, 0.0, 0.0], [0.1, 0.0, 0.0], [0.0, 0.0, 0.0], [-0.1, 0.0, 0.1], [0.1, 0.0, 0.0], [0.0, 0.0, 0.0], [0.0, 0.0, 0.0], [0.0, -0.2, 0.0], [0.1, 0.0, 0.0], [0.0, 0.0, 0.0], [0.1, 0.0, -0.1], [0.0, 0.0, 0.0], [0.0, 0.0, 0.0], [0.0, 0.0, 0.0], [0.0, 0.0, 0.0], [0.0, 0.1, 0.0], [0.0, -0.1, 0.0], [0.0, 0.0, 0.0], [0.0, 0.0, 0.0], [0.0, 0.0, 0.0], [0.0, 0.1, 0.0], [0.0, 0.0, 0.0], [0.0, 0.0, 0.0], [0.0, 0.0, 0.0], [0.0, 0.0, 0.0], [0.0, 0.0, 0.0]],
  "fmax_ev_per_a": 0.68,
  "charge": 2,
  "gap_ev": [6.7, 6.7],
  "e_homo_ev": [-13.821, -13.821]
}